No. 1
This record from the OMol25 dataset describes a structure of composition C20H40N4O8Ti in a non-equilibrium geometry. The level of theory is ωB97M-V with the def2-TZVPD basis set.

Structure (XYZ):
```
73
Properties=species:S:1:pos:R:3:mulliken_spin:R:1
Ti -0.203 0.455 0.223 2.924
C 4.240 2.721 4.866 0.000
C 4.114 3.164 3.444 0.004
O 3.201 2.993 2.648 0.009
N 5.303 3.665 3.056 0.000
C 5.498 4.253 1.696 0.000
H 3.183 2.806 5.120 0.000
H 4.850 3.342 5.522 0.000
H 4.437 1.664 5.047 0.000
H 6.080 3.580 3.695 0.000
H 5.769 5.302 1.822 0.000
H 4.541 4.155 1.185 0.000
H 6.296 3.700 1.202 0.000
C 0.587 -3.117 5.256 0.000
C 0.851 -4.020 4.097 0.002
O 0.556 -3.631 2.967 0.009
N 1.471 -5.288 4.302 0.000
C 1.705 -6.158 3.181 0.000
H 1.414 -3.106 5.967 0.000
H -0.243 -3.581 5.789 0.000
H 0.276 -2.160 4.836 0.001
H 1.702 -5.702 5.194 0.000
H 0.814 -6.111 2.554 0.000
H 1.896 -7.190 3.473 0.000
H 2.584 -5.754 2.678 0.000
C -5.432 -2.935 -3.048 0.000
C -4.024 -3.439 -2.624 0.004
O -3.265 -2.703 -2.064 0.018
N -3.680 -4.638 -3.009 0.000
C -2.279 -4.960 -3.085 0.000
H -6.104 -2.780 -2.204 0.000
H -5.858 -3.786 -3.578 0.000
H -5.605 -2.071 -3.690 0.000
H -4.284 -5.270 -3.514 0.000
H -1.870 -4.920 -2.076 0.000
H -1.667 -4.380 -3.777 0.000
H -2.124 -6.001 -3.369 0.000
C -1.227 2.714 -5.786 -0.001
C -2.044 3.201 -4.590 0.007
O -1.600 3.049 -3.486 0.007
N -3.231 3.740 -4.861 0.000
C -4.077 4.214 -3.825 0.000
H -0.441 2.040 -5.446 0.001
H -0.926 3.532 -6.441 0.000
H -1.946 2.141 -6.371 0.000
H -3.665 3.594 -5.760 0.000
H -4.555 5.109 -4.222 0.000
H -3.579 4.551 -2.916 0.000
H -4.825 3.492 -3.496 0.000
O -3.763 2.900 4.657 0.000
C -4.774 2.375 4.205 0.002
O -4.687 1.417 3.327 0.007
C -5.937 0.902 2.876 0.000
C -6.921 1.653 3.750 0.000
C -6.157 2.422 4.752 0.000
H -5.807 -0.174 2.989 0.000
H -6.107 1.162 1.832 0.000
H -7.588 0.925 4.211 0.000
H -7.507 2.335 3.135 0.000
H -6.103 1.765 5.620 0.000
H -6.521 3.428 4.960 0.000
O 4.205 -0.750 -2.863 0.004
C 5.370 -0.494 -3.058 0.002
O 6.427 -1.084 -2.384 0.000
C 7.600 -0.606 -2.980 0.000
C 7.256 0.408 -4.065 0.000
C 5.774 0.382 -4.152 0.000
H 8.257 -1.399 -3.338 0.000
H 8.168 -0.026 -2.254 0.000
H 7.852 0.394 -4.977 0.000
H 7.585 1.340 -3.604 0.000
H 5.476 -0.109 -5.078 0.000
H 5.286 1.356 -4.147 0.000
```

Computed properties:
LUMO energy (spin up / spin down) ... -4.68 / -3.37 eV
Total charge ... +1
M ... 512.43 g mol⁻¹
DFT total energy ... -2456.10297 Eh
Kohn-Sham gap (spin up / spin down) ... 6.316 / 7.878 eV
Multiplicity ... 4
HOMO (spin up / spin down) ... -11.00 / -11.24 eV
F_max ... 4.05 eV/A

***

No. 2
This record from the OMol25 dataset describes an isolated molecule of C5H7FN2 in a non-equilibrium geometry. The level of theory is ωB97M-V with the def2-TZVPD basis set.

Structure (XYZ):
```
15
Properties=species:S:1:pos:R:3:nbo_charge:R:1
C -2.102 0.623 -0.112 -0.310
C -2.085 -0.419 0.866 -0.072
C -0.830 0.994 -0.560 0.069
C 2.012 -0.770 0.343 -0.643
C 1.370 0.221 -0.525 0.303
N -1.051 -0.935 1.344 -0.173
N 0.255 0.645 0.104 -0.330
F 1.003 -0.132 -1.974 -0.437
H -3.084 0.803 -0.457 0.226
H -3.090 -0.536 1.387 0.230
H -0.817 1.601 -1.462 0.229
H 1.212 -1.555 0.433 0.247
H 3.024 -1.239 0.105 0.228
H 2.099 -0.255 1.285 0.243
H 2.083 0.952 -0.776 0.190
```

Computed properties:
LUMO energy (spin up / spin down) ... -1.50 / -0.43 eV
Energy relative to the best compared isomer or geometry (same formula, charge and spin) ... 467.9 kJ/mol
M ... 114.12 g mol⁻¹
DFT total energy ... -403.92865 Eh
Kohn-Sham gap (spin up / spin down) ... 7.579 / 8.394 eV
HOMO (spin up / spin down) ... -9.08 / -8.83 eV
F_max ... 3.36 eV/A

***

No. 3
This record from the OMol25 dataset describes a structure of composition C20H16N9OPdS3. The level of theory is ωB97M-V with the def2-TZVPD basis set.

Structure (XYZ):
```
50
Properties=species:S:1:pos:R:3:nbo_charge:R:1
Pd 1.060 -0.124 0.010 0.777
S -0.807 6.330 3.528 0.982
N 0.272 6.094 2.359 -0.586
C 0.275 4.801 2.095 0.103
C 1.105 4.132 1.109 -0.009
C 2.027 4.789 0.293 -0.123
C 2.754 4.057 -0.617 -0.227
C 2.567 2.677 -0.675 0.078
N 1.718 2.044 0.117 -0.463
C 0.967 2.751 0.978 0.133
C -0.024 2.000 1.760 0.261
N -0.143 0.674 1.526 -0.474
C -0.964 -0.050 2.274 0.074
C -1.744 0.507 3.283 -0.239
C -1.672 1.863 3.505 -0.095
C -0.797 2.629 2.735 -0.091
C -0.643 4.065 2.896 0.103
N -1.314 4.819 3.747 -0.585
H 2.144 5.861 0.383 0.249
H 3.468 4.529 -1.276 0.244
H 3.128 2.066 -1.371 0.219
H -0.991 -1.110 2.059 0.225
H -2.397 -0.126 3.866 0.244
H -2.271 2.347 4.265 0.252
N 2.761 -3.549 1.611 -0.758
C 2.020 -2.816 0.787 0.722
O 1.043 -2.163 1.153 -0.664
C 2.424 -2.780 -0.722 -0.474
C 3.589 -3.606 -1.042 0.256
N 4.497 -4.286 -1.199 -0.228
C 1.260 -3.261 -1.488 0.313
N 0.351 -3.637 -2.078 -0.309
H 3.529 -4.111 1.274 0.433
H 2.552 -3.541 2.596 0.426
S -0.170 0.226 -2.110 -0.255
C -1.255 -1.100 -2.329 0.371
N -1.928 -1.627 -1.308 -0.581
C -2.849 -2.760 -1.428 -0.219
C -3.442 -2.766 -2.826 -0.423
C -2.322 -2.712 -3.848 -0.223
N -1.475 -1.554 -3.556 -0.568
H -1.713 -1.252 -0.402 0.414
H -3.630 -2.637 -0.679 0.217
H -2.312 -3.689 -1.228 0.213
H -4.097 -1.901 -2.948 0.218
H -4.040 -3.664 -2.975 0.239
H -2.712 -2.606 -4.858 0.224
H -1.714 -3.616 -3.796 0.222
H -0.888 -1.172 -4.279 0.429
S 2.800 -1.047 -1.172 -0.045
```

Computed properties:
LUMO energy (spin up / spin down) ... -3.60 / -3.97 eV
Energy relative to the best compared isomer or geometry (same formula, charge and spin) ... 138.0 kJ/mol
Total charge ... +1
M ... 601.03 g mol⁻¹
DFT total energy ... -2662.12612 Eh
Kohn-Sham gap (spin up / spin down) ... 7.069 / 6.929 eV
HOMO (spin up / spin down) ... -10.67 / -10.90 eV
F_max ... 0.67 eV/A

***

No. 4
This record from the OMol25 dataset describes a structure of composition H22O11 in a non-equilibrium geometry. The level of theory is ωB97M-V with the def2-TZVPD basis set.

Structure (XYZ):
```
33
Properties=species:S:1:pos:R:3:nbo_charge:R:1
O 0.413 -2.483 -0.514 -1.019
H 0.209 -2.041 0.310 0.401
H 0.922 -1.843 -1.011 0.482
O 0.992 1.437 -1.227 -0.944
H 0.669 0.884 -0.516 0.406
H 0.864 2.332 -0.912 0.416
O -1.274 -1.045 -1.441 -0.876
H -1.254 -0.788 -0.520 0.430
H -2.160 -1.380 -1.578 0.446
O -1.288 2.232 -0.378 -0.974
H -1.773 2.002 0.415 0.415
H -0.371 2.245 -0.103 0.398
O -1.777 -0.480 0.478 -0.856
H -1.733 -0.281 1.413 0.454
H -2.095 -1.381 0.439 0.547
O 0.160 0.242 -0.023 -0.900
H 0.553 -0.388 0.581 0.489
H -0.764 0.266 0.223 0.475
O 1.980 -1.186 -0.631 -1.017
H 2.206 -0.643 -1.386 0.482
H 2.314 -0.700 0.123 0.422
O 0.515 -1.577 1.301 -0.892
H 1.254 -2.178 1.216 0.551
H 0.535 -1.300 2.217 0.475
O 2.300 -0.039 0.837 -0.835
H 1.943 0.841 0.714 0.519
H 3.132 0.101 1.288 0.501
O -0.466 0.782 -2.526 -1.042
H -0.831 -0.050 -2.223 0.444
H -0.178 1.223 -1.727 0.438
O -1.849 1.719 1.376 -0.795
H -1.397 1.005 1.825 0.445
H -1.750 2.471 1.959 0.514
```

Computed properties:
LUMO energy ... -1.47 eV
Energy relative to the best compared isomer or geometry (same formula, charge and spin) ... 2585.3 kJ/mol
M ... 198.17 g mol⁻¹
DFT total energy ... -839.89544 Eh
Kohn-Sham gap ... 5.142 eV
HOMO ... -6.62 eV
F_max ... 16.92 eV/A

***

No. 5
This record from the OMol25 dataset describes an isolated molecule of C22H35NO3. The level of theory is ωB97M-V with the def2-TZVPD basis set.

Structure (XYZ):
```
61
Properties=species:S:1:pos:R:3:nbo_charge:R:1
C -4.033 3.018 0.260 -0.601
C -4.080 1.485 0.357 -0.074
C -5.140 1.039 -0.668 -0.603
C -4.507 1.176 1.805 -0.604
C -2.724 0.841 0.043 -0.105
C -1.634 1.634 -0.294 -0.170
C -0.396 1.098 -0.597 0.035
C 0.751 2.012 -0.947 -0.430
C 1.570 1.538 -2.160 -0.500
C 2.692 0.573 -1.810 0.687
O 2.753 -0.567 -2.226 -0.641
N 3.655 1.127 -1.040 -0.622
C 4.772 0.391 -0.505 -0.238
C 4.537 0.005 0.964 0.090
C 3.427 -1.052 1.150 -0.443
C 2.388 -0.356 2.036 -0.438
C 3.209 0.769 2.667 -0.063
O 4.127 1.168 1.673 -0.543
C -0.238 -0.279 -0.560 -0.281
C -1.284 -1.124 -0.227 0.037
C -1.090 -2.636 -0.196 -0.090
C -2.011 -3.289 -1.236 -0.604
C 0.348 -3.052 -0.524 -0.601
C -1.409 -3.170 1.208 -0.604
C -2.532 -0.549 0.072 0.277
O -3.551 -1.404 0.387 -0.695
H -3.776 3.344 -0.745 0.211
H -3.325 3.440 0.968 0.211
H -5.018 3.417 0.497 0.212
H -6.096 1.507 -0.437 0.209
H -5.303 -0.035 -0.717 0.197
H -4.834 1.362 -1.661 0.220
H -3.787 1.617 2.491 0.219
H -5.482 1.619 2.003 0.209
H -4.570 0.118 2.044 0.199
H -1.737 2.705 -0.330 0.196
H 0.347 3.004 -1.161 0.212
H 1.405 2.114 -0.074 0.205
H 2.027 2.403 -2.645 0.226
H 0.911 1.049 -2.879 0.238
H 3.497 2.030 -0.621 0.402
H 4.902 -0.510 -1.106 0.235
H 5.668 1.014 -0.577 0.201
H 5.487 -0.360 1.385 0.171
H 3.829 -1.939 1.639 0.213
H 3.014 -1.349 0.189 0.234
H 1.578 0.056 1.433 0.213
H 1.960 -1.019 2.785 0.217
H 3.748 0.402 3.553 0.158
H 2.620 1.644 2.945 0.191
H 0.718 -0.692 -0.818 0.233
H -1.780 -2.906 -2.229 0.207
H -3.053 -3.084 -1.016 0.226
H -1.865 -4.367 -1.238 0.202
H 0.414 -4.138 -0.512 0.210
H 1.043 -2.669 0.219 0.203
H 0.654 -2.711 -1.509 0.221
H -2.447 -2.994 1.466 0.228
H -1.222 -4.241 1.248 0.202
H -0.777 -2.680 1.946 0.203
H -4.353 -0.899 0.553 0.490
```

Computed properties:
LUMO energy ... 0.63 eV
Energy relative to the best compared isomer or geometry (same formula, charge and spin) ... 8.4 kJ/mol
M ... 361.53 g mol⁻¹
DFT total energy ... -1139.80967 Eh
Kohn-Sham gap ... 8.801 eV
HOMO ... -8.17 eV
Structure (SMILES) ... CC(C)(C)c1cc(CCC(=O)NC[C@@H]2CCCO2)cc(C(C)(C)C)c1O
F_max ... 0.55 eV/A

***

No. 6
This record from the OMol25 dataset describes a cluster of 3 separate species, H6O3 in total in a non-equilibrium geometry. The level of theory is ωB97M-V with the def2-TZVPD basis set.

Structure (XYZ):
```
9
Properties=species:S:1:pos:R:3:nbo_charge:R:1
O 0.887 -0.033 -1.634 -0.961
H 0.208 0.020 -2.311 0.487
H 1.459 0.734 -1.703 0.481
O -2.512 0.424 1.139 -0.941
H -2.904 1.226 1.496 0.465
H -1.563 0.594 1.104 0.476
O 1.275 -1.157 0.963 -0.951
H 2.067 -0.606 0.949 0.455
H 1.082 -1.203 -0.003 0.490
```

Computed properties:
LUMO energy ... 0.46 eV
Energy relative to the best compared isomer or geometry (same formula, charge and spin) ... 49.5 kJ/mol
M ... 54.05 g mol⁻¹
DFT total energy ... -229.30624 Eh
Kohn-Sham gap ... 11.456 eV
HOMO ... -11.00 eV
Structure (SMILES) ... O.O.O
F_max ... 1.07 eV/A